DFT (wB97M-V/def2-TZVPD) results for C53H67N9O2RbSb as an isolated structure.

```
! RIJCOSX wB97M-V def2-TZVPD def2/J DEFGRID3
* xyz -2 1
Rb 1.366 0.067 -0.184
C 0.007 4.987 -0.009
N 0.835 3.857 0.360
C 2.030 3.792 -0.475
C 1.683 3.665 -1.956
C 2.821 3.104 -2.802
N 3.037 1.677 -2.579
C 2.428 0.842 -3.312
C 1.408 1.084 -4.372
C 1.753 0.967 -5.712
C 0.830 1.170 -6.733
C -0.481 1.488 -6.367
C -0.858 1.575 -5.041
C 0.056 1.340 -3.964
O -0.306 1.348 -2.739
C 1.191 3.858 1.776
C -0.023 3.845 2.699
C -0.972 2.681 2.437
N -0.499 1.468 3.083
C -0.400 0.417 2.371
C -0.025 -0.901 2.898
C 0.243 -1.058 4.261
C 0.572 -2.280 4.810
C 0.628 -3.393 3.957
C 0.363 -3.275 2.615
C 0.023 -2.024 2.007
O -0.228 -1.940 0.749
H -0.898 5.017 0.595
H -0.302 4.902 -1.049
H 0.539 5.951 0.121
H 2.630 2.937 -0.147
H 2.653 4.694 -0.313
H 1.416 4.639 -2.376
H 0.811 3.012 -2.059
H 3.757 3.603 -2.530
H 2.618 3.316 -3.856
H 2.692 -0.203 -3.132
H 2.783 0.723 -5.963
H 1.120 1.088 -7.773
H -1.222 1.669 -7.140
H -1.882 1.811 -4.772
H 1.820 4.735 2.023
H 1.803 2.970 1.961
H -0.571 4.787 2.620
H 0.336 3.781 3.730
H -1.111 2.553 1.357
H -1.950 2.924 2.869
H -0.632 0.438 1.303
H 0.178 -0.173 4.884
H 0.789 -2.377 5.866
H 0.882 -4.367 4.365
H 0.397 -4.142 1.962
C 0.758 -3.550 -1.861
C 2.183 -3.172 -2.095
N 2.787 -2.173 -1.513
C 4.071 -2.132 -2.022
C 4.246 -3.132 -2.922
N 3.025 -3.791 -2.987
C 2.792 -5.049 -3.623
N 3.618 -6.100 -3.048
N 4.349 -6.891 -3.859
N 5.092 -7.661 -3.155
C 4.879 -7.357 -1.824
C 5.464 -7.886 -0.668
C 5.074 -7.349 0.534
C 4.120 -6.304 0.601
C 3.533 -5.780 -0.524
C 3.941 -6.337 -1.746
H 0.419 -3.079 -0.931
H 0.622 -4.632 -1.775
H 0.124 -3.191 -2.676
H 4.769 -1.378 -1.697
H 5.088 -3.439 -3.520
H 3.032 -5.021 -4.683
H 1.740 -5.297 -3.505
H 6.198 -8.678 -0.733
H 5.510 -7.719 1.453
H 3.849 -5.894 1.565
H 2.821 -4.967 -0.453
C -4.822 3.181 0.907
C -5.116 1.720 1.255
C -4.799 1.511 2.739
C -6.602 1.454 1.034
Sb -3.594 0.546 0.136
C -4.120 0.941 -1.976
C -3.408 2.261 -2.296
C -3.491 -0.138 -2.857
C -5.606 1.059 -2.296
C -4.129 -1.566 0.532
C -3.740 -1.821 1.990
C -5.583 -1.955 0.298
C -3.220 -2.439 -0.335
H -5.408 3.839 1.566
H -5.098 3.418 -0.122
H -3.766 3.433 1.040
H -5.279 2.303 3.332
H -3.727 1.539 2.954
H -5.185 0.557 3.101
H -7.185 2.147 1.660
H -6.890 0.445 1.322
H -6.910 1.609 0.004
H -2.321 2.147 -2.255
H -3.704 3.075 -1.632
H -3.665 2.564 -3.322
H -2.440 -0.311 -2.612
H -3.518 0.202 -3.901
H -4.040 -1.079 -2.805
H -6.035 1.970 -1.877
H -6.190 0.210 -1.935
H -5.735 1.113 -3.386
H -4.350 -1.255 2.695
H -2.690 -1.582 2.179
H -3.874 -2.888 2.217
H -6.258 -1.464 0.998
H -5.694 -3.039 0.446
H -5.916 -1.727 -0.717
H -2.163 -2.203 -0.183
H -3.455 -2.368 -1.395
H -3.362 -3.489 -0.037
N 3.934 5.247 8.338
C 3.889 4.583 7.397
C 3.832 3.750 6.222
C 2.651 3.092 5.871
C 2.599 2.302 4.741
C 3.725 2.142 3.909
C 4.907 2.811 4.282
C 4.961 3.599 5.414
C 3.655 1.355 2.730
C 3.588 0.690 1.687
H 1.772 3.211 6.493
H 1.678 1.804 4.460
H 5.780 2.698 3.653
H 5.878 4.108 5.684
*
```

Values from the calculation:
largest force on an atom	0.65	eV/Å
frontier orbital gap	6.0	eV
LUMO energy	3.504	eV
highest occupied orbital energy	-2.477	eV